(1)
24
Properties=species:S:1:pos:R:3:forces:R:3 method="wB97M-V/def2-TZVPD" energy_ev=-78576.250 lumo_energy_ev="0.78 / -2.84" orbital_gap_ev="7.01 / 7.02" spin_multiplicity=3
Br -1.1429 -3.4508 -0.2399 -0.2 0.3 -0.1
H 1.3015 -0.5217 -2.2918 1.7 0.0 -1.0
C -0.3405 -0.1466 1.8543 -2.4 1.5 -3.7
H 1.3759 1.9309 0.7035 -0.6 -0.5 -2.0
H -2.0633 -0.1953 -1.1718 -0.1 0.3 0.3
H 0.1857 2.2180 -0.7184 0.7 0.0 0.4
H 2.6768 -0.7868 -0.5197 -1.4 0.1 0.6
C 0.3578 -0.4019 -1.8701 0.1 1.0 2.6
H -0.0409 -1.4165 -1.7997 -0.6 0.6 -0.4
H -2.8352 -0.7725 0.3696 1.4 0.9 0.2
H -0.9912 -0.4541 3.8867 0.2 0.1 -0.2
H 1.9023 1.7267 -1.1003 -0.9 0.1 1.0
C -0.6620 -0.0420 0.3875 5.2 0.0 7.4
H 1.1306 -1.7991 0.0118 1.7 1.0 0.1
H -0.1209 0.4173 -2.3413 -1.2 0.0 -1.2
C -1.9013 -0.3669 -0.1053 -4.2 -1.9 -2.4
H 1.8734 -0.6235 1.1073 0.7 -0.1 0.5
H -2.3508 -0.7245 2.7173 1.3 0.1 -0.4
C -1.2620 -0.4756 2.8351 -2.1 -0.6 1.0
C 1.0404 1.6007 -0.3650 1.0 0.9 0.1
H 0.5200 0.3529 2.2767 0.6 -0.4 -0.5
H -1.6068 -1.9885 -0.4147 0.1 -0.6 0.2
C 0.6173 0.1504 -0.3853 -0.5 -1.0 -2.8
C 1.7010 -0.7971 0.0628 -0.4 -1.8 0.4

***

(2)
31
Properties=species:S:1:pos:R:3:forces:R:3 method="wB97M-V/def2-TZVPD" total_charge=-1 energy_ev=-46202.869 lumo_energy_ev="3.11 / 3.11" orbital_gap_ev="5.53 / 5.54" spin_multiplicity=1
H -0.5065 0.9842 -2.9101 0.2 -0.1 0.2
Cl 1.5968 1.7764 2.3623 1.8 -0.5 1.5
C -2.4016 -0.0137 -0.1973 -0.9 -1.5 1.3
N -0.1814 -0.9176 2.1702 -1.9 0.4 2.3
H -3.2542 -0.6883 -0.3349 0.1 0.8 0.0
C -1.8853 0.8694 -1.2251 -0.2 1.6 -2.1
H 2.6977 -1.5527 0.3076 -1.7 1.2 0.2
N -0.4396 -0.4369 0.9979 -1.0 -0.3 -0.3
In -0.4413 2.1942 1.1695 0.4 2.0 -1.8
H -0.4488 2.3733 -1.8236 0.0 -0.7 0.0
H 2.8632 0.4515 -2.0724 0.0 0.3 -0.4
N -1.8083 -0.2040 0.9914 1.8 -2.3 0.7
C -0.4239 1.2638 -1.8447 -0.8 -0.1 -0.1
H -2.3114 1.8620 -0.9563 0.2 -0.3 -0.6
H -2.4582 0.5126 -2.1074 0.2 0.5 0.2
H 1.0464 -1.7160 3.4017 -0.1 -0.1 0.4
C -2.2367 -0.5452 2.2662 -0.7 0.5 -0.8
C 0.9319 0.8252 -1.2725 0.8 -0.3 0.3
H 0.8087 0.2683 -0.3452 0.1 0.3 -0.4
C 1.8849 -0.0446 -2.1440 1.4 0.6 0.5
Cl -2.5376 2.7544 2.1677 -1.7 0.3 1.3
H 1.7540 -0.5739 2.4509 -0.4 0.3 0.0
N -1.2485 -0.9435 3.0343 2.2 -0.8 -1.4
H 2.4565 -2.1009 -2.5621 -1.8 -0.7 -0.1
H 1.4460 -2.8163 -0.1637 1.5 -0.7 -0.7
C 2.1328 -1.4915 -1.7072 -0.3 1.5 -3.5
H 1.5784 -0.0151 -3.1986 0.2 -0.3 0.2
H 1.4974 1.7306 -0.9937 -0.3 -0.3 -0.1
C 2.0628 -1.9607 -0.4965 0.4 -1.3 3.4
H -3.2712 -0.4825 2.5723 0.3 0.2 -0.1
N 1.0970 -1.3625 2.4634 0.0 0.0 0.1

***

(3)
31
Properties=species:S:1:pos:R:3:forces:R:3 method="wB97M-V/def2-TZVPD" total_charge=+1 energy_ev=-64582.115 lumo_energy_ev=-3.99 orbital_gap_ev=9.10 spin_multiplicity=1
N -3.3346 -2.5069 -0.0591 0.3 0.2 0.2
H -1.0981 1.6176 -1.6826 0.7 0.4 -0.7
Cl 3.5628 1.2277 0.6861 0.2 0.1 0.1
N -0.2169 2.7231 0.2037 -0.3 -0.3 -0.2
C -0.8937 -2.5144 0.0096 0.3 0.4 0.5
H -1.8777 -0.4877 -1.4230 -0.1 -0.1 0.3
C 0.9597 -0.7053 0.2501 -0.4 -0.2 -0.4
H 0.5771 3.3032 -0.0186 0.0 0.1 0.3
C 4.2597 2.6697 -0.0713 0.2 0.0 0.0
C -0.7974 -0.4495 -1.5457 0.6 0.2 -0.7
H -3.1342 -3.1904 -0.7868 0.0 -0.1 -0.1
H 1.8290 -0.4516 -0.3466 0.1 0.3 0.0
H -1.6656 -1.1956 2.3256 -0.1 0.0 0.2
H -2.2630 -0.0254 1.1524 -0.1 0.1 -0.1
H -0.9761 -3.3884 -0.6276 -0.2 0.0 -0.2
H 0.6498 -1.9889 -1.3487 0.0 -0.1 -0.1
N -0.3963 0.9801 -1.3215 -0.9 -0.8 1.3
N 0.4369 0.5481 0.8260 0.1 -1.3 -1.2
H -0.3452 -2.8548 0.8902 0.1 -0.1 0.1
C -2.2616 -2.0617 0.4610 -0.7 -0.4 -0.7
H -1.0345 3.1176 0.6275 -0.1 0.0 0.0
H -0.6058 -0.6716 -2.5901 0.0 0.2 -0.2
Cl 2.9485 3.8341 -0.3726 0.1 0.2 -0.1
Cl 5.0255 2.2317 -1.5925 -0.1 0.0 0.0
H -3.4098 -1.0981 1.9560 -0.1 0.1 0.1
C -2.4118 -1.0325 1.5455 0.5 -0.2 0.0
H 1.3251 -1.3670 1.0264 -0.1 0.0 0.3
C -0.0157 -1.4402 -0.6879 0.1 -0.3 0.5
Cl 5.4376 3.3970 1.0071 -0.1 0.0 0.0
C -0.0777 1.3774 -0.0986 -0.2 0.9 0.1
H -0.1959 0.4027 1.6060 0.5 0.6 0.6

***

(4)
26
Properties=species:S:1:pos:R:3:forces:R:3 method="wB97M-V/def2-TZVPD" smiles="CCC[C@@H](C[C@@H](C)Cl)OC=O" energy_ev=-25156.575 lumo_energy_ev=0.84 orbital_gap_ev=11.43 spin_multiplicity=1
H -1.1792 -2.2619 0.7878 0.2 0.1 0.2
H 1.4416 0.3823 -0.7697 0.2 0.1 -0.1
H 2.0630 1.4308 1.2867 0.4 0.0 0.0
O 0.6330 -0.6200 0.8463 -0.3 0.7 -0.5
H 0.3782 -1.6178 -1.7480 0.2 -0.4 0.1
C -0.2435 -0.7872 -1.4501 -0.1 1.0 0.1
O 2.5292 -1.4205 1.5920 2.8 -0.1 2.9
Cl 1.3494 3.4837 -0.6845 0.0 -0.1 -0.2
C -1.6549 -1.2278 -1.0891 0.3 -0.8 0.0
H -2.7830 -2.4999 0.1792 -0.3 -0.2 0.1
C 0.3954 2.5015 0.4855 0.0 0.2 0.7
H 1.7121 2.9451 2.1477 0.2 0.3 0.0
H -0.3283 -0.1637 -2.3354 0.1 0.1 -0.3
C 1.7038 -1.4278 0.7836 -1.8 -0.4 -1.8
H -0.6391 1.7094 -1.1692 -0.2 0.1 -0.3
C -1.7463 -2.4007 -0.1209 -0.5 0.1 0.2
C 1.2890 2.0965 1.6370 -0.3 -0.4 -0.3
H -1.4715 -3.3462 -0.5717 0.3 -0.2 -0.2
H 1.7567 -2.1416 -0.0449 -0.4 0.1 -0.5
H 0.6857 1.5202 2.3259 -0.1 -0.1 0.3
C -0.3469 1.3595 -0.1884 0.6 0.5 0.0
H -1.2600 1.1840 0.3558 -0.3 -0.3 0.4
H -2.1187 -1.5551 -2.0114 -0.3 0.0 -0.3
C 0.4547 0.1062 -0.4079 -0.7 -1.1 -0.4
H -2.2690 -0.4166 -0.7235 0.0 0.4 0.1
H -0.3513 3.1675 0.8869 -0.2 0.5 -0.1